Entry from the OMol25 dataset: a 2-piece molecular cluster, C6H13ClOSi overall (wB97M-V/def2-TZVPD).

Cartesian coordinates (Å):
C: 2.824 0.480 2.391
C: 2.995 -0.180 1.267
C: 1.585 -2.700 -0.907
C: -2.410 0.734 -2.483
C: -1.986 1.886 0.630
C: 1.989 -1.034 0.616
O: 2.334 -1.682 -0.468
Si: -2.255 0.521 -0.616
Cl: -3.874 -0.580 -0.026
H: 3.584 0.843 3.001
H: 1.916 0.380 3.031
H: 3.916 -0.098 0.861
H: 0.611 -2.910 -0.447
H: -1.267 -0.431 -0.019
H: 1.763 -3.054 -1.846
H: -1.605 1.354 -2.979
H: -2.389 -0.222 -3.019
H: -3.325 1.302 -2.800
H: -1.768 2.851 0.187
H: -2.752 2.241 1.252
H: -1.012 1.617 1.122
H: 1.126 -1.318 1.252

orbital gap (alpha / beta) = 8.04 / 7.72 eV
energy above the lowest of the compared OMol25 structures with the same formula, charge and spin = 198.8 kJ/mol
highest occupied orbital energy (alpha / beta) = -7.728 / -7.231 eV
electronic energy = -1061.2130 hartree
total charge = 0

Here are the natural (NBO) charges for atoms 1 to 2, given in e: atom 1 (C): -0.40, atom 2 (C): -0.26

***

Entry from the OMol25 dataset: C6H13CrO3 as an isolated structure (wB97M-V/def2-TZVPD).

Cartesian coordinates (Å):
C: -1.139 2.677 -1.073
O: -0.346 1.520 -0.822
C: 0.389 1.555 0.398
C: 1.328 0.368 0.363
O: 1.786 0.039 1.625
C: 2.117 -1.343 1.576
C: 0.941 -1.959 0.827
O: 0.498 -0.865 0.012
H: -1.753 2.466 -1.955
H: -1.785 2.884 -0.209
H: -0.482 3.535 -1.268
H: -0.300 1.464 1.250
H: 0.958 2.493 0.449
H: 2.187 0.543 -0.309
H: 2.206 -1.716 2.601
H: 3.055 -1.493 1.020
H: 0.091 -2.194 1.479
H: 1.217 -2.814 0.201
Cr: -0.632 -0.353 -1.487
C: -2.325 -1.543 -1.187
H: -2.845 -1.312 -0.242
H: -3.055 -1.329 -1.986
H: -2.112 -2.623 -1.262

orbital gap (alpha / beta) = 8.23 / 8.97 eV
energy above the lowest of the compared OMol25 structures with the same formula, charge and spin = 0.0 kJ/mol
highest occupied orbital energy (alpha / beta) = -12.089 / -12.829 eV
electronic energy = -1506.2618 hartree
2S+1 = 5
total charge = +1

Here are the natural (NBO) charges for atoms 1 to 2, given in e: atom 1 (C): -0.25, atom 2 (O): -0.62

***

Entry from the OMol25 dataset: C6H13CrO8 as an isolated structure (wB97M-V/def2-TZVPD).

Cartesian coordinates (Å):
Cr: 7.841 0.023 -19.824
C: 8.301 3.307 -22.135
C: 7.880 2.058 -21.410
O: 8.008 0.927 -21.880
O: 7.500 2.184 -20.185
H: 7.398 3.825 -22.466
H: 8.894 3.018 -23.001
H: 8.876 3.973 -21.498
C: 10.493 -3.342 -19.923
C: 9.413 -2.332 -20.305
O: 8.766 -1.819 -19.318
O: 9.364 -1.919 -21.460
H: 10.177 -4.349 -20.210
H: 10.721 -3.350 -18.856
H: 11.424 -3.112 -20.441
C: 3.681 -1.103 -20.573
C: 5.187 -1.157 -20.802
O: 5.638 -1.555 -21.868
O: 5.877 -0.786 -19.774
H: 3.385 -0.110 -20.254
H: 3.424 -1.921 -19.890
H: 3.143 -1.434 -21.466
O: 7.454 0.237 -17.545
H: 6.593 0.326 -17.126
H: 8.108 0.288 -16.844
O: 9.822 0.685 -19.109
H: 9.872 1.644 -19.200
H: 10.711 0.370 -18.934

orbital gap (alpha / beta) = 5.71 / 7.25 eV
energy above the lowest of the compared OMol25 structures with the same formula, charge and spin = 0.0 kJ/mol
highest occupied orbital energy (alpha / beta) = -3.277 / -4.844 eV
electronic energy = -1882.9978 hartree
2S+1 = 5
total charge = -1

Here are the natural (NBO) charges for atoms 1 to 2, given in e: atom 1 (Cr): 1.36, atom 2 (C): -0.72

***

Entry from the OMol25 dataset: C6H13F3HgNO8S as an isolated structure (wB97M-V/def2-TZVPD).

Cartesian coordinates (Å):
Hg: -1.668 -0.007 -0.065
O: -0.951 1.822 -1.381
H: -0.039 1.477 -1.436
O: -3.255 1.080 1.023
H: -3.486 1.055 1.972
O: -2.275 -2.308 0.126
C: -2.639 -2.814 -1.187
C: -2.687 -1.785 -2.466
O: -2.670 -0.327 -2.324
H: -3.663 -3.123 -0.976
H: -2.216 -3.768 -1.502
H: -3.262 -2.183 -3.303
H: -1.734 -1.966 -2.963
C: -1.266 2.939 3.266
F: -1.744 1.815 3.860
F: -2.196 3.625 2.563
F: -0.491 3.746 4.109
S: 0.005 2.312 1.877
O: -0.324 0.932 1.541
O: -0.148 3.287 0.795
O: 1.336 2.273 2.554
C: 1.702 -0.779 -1.230
O: 0.705 -0.311 -0.817
N: 2.806 -0.968 -0.497
C: 4.071 -0.877 -1.299
C: 2.768 -0.468 0.824
H: 1.783 -1.196 -2.246
H: 4.446 0.137 -1.164
H: 3.997 -0.924 -2.385
H: 4.775 -1.653 -0.997
H: 3.459 -0.992 1.486
H: 3.007 0.595 0.851
H: 1.853 -0.646 1.390

orbital gap = 2.94 eV
energy above the lowest of the compared OMol25 structures with the same formula, charge and spin = 303.2 kJ/mol
highest occupied orbital energy = 3.600 eV
electronic energy = -1743.8999 hartree
total charge = -3

Here are the natural (NBO) charges for atoms 1 to 2, given in e: atom 1 (Hg): 1.64, atom 2 (O): -1.28

***

Entry from the OMol25 dataset: a 2-piece molecular cluster, C6H13I overall (wB97M-V/def2-TZVPD).

Cartesian coordinates (Å):
C: 1.757 -0.572 0.075
C: -0.035 -2.366 -0.467
C: -0.805 1.127 -1.488
C: -0.727 1.849 1.044
C: 0.552 -1.293 0.440
C: -1.278 0.858 -0.026
I: -3.038 -0.185 -0.090
H: 2.592 -0.932 0.551
H: 1.684 0.429 0.389
H: 1.959 -0.526 -1.026
H: 0.741 -3.075 -0.934
H: -0.346 -1.811 -1.364
H: -0.869 -2.845 0.040
H: -0.061 1.873 -1.431
H: -1.560 1.364 -2.225
H: -0.364 0.188 -1.878
H: -0.280 1.430 1.965
H: -0.012 2.597 0.619
H: -1.551 2.368 1.384
H: 0.395 -1.547 1.408

orbital gap (alpha / beta) = 7.96 / 8.08 eV
energy above the lowest of the compared OMol25 structures with the same formula, charge and spin = 331.0 kJ/mol
highest occupied orbital energy (alpha / beta) = -7.480 / -7.408 eV
electronic energy = -533.9422 hartree
total charge = 0

Here are the natural (NBO) charges for atoms 1 to 2, given in e: atom 1 (C): -0.68, atom 2 (C): -0.68

***

Entry from the OMol25 dataset: a 2-piece molecular cluster, C6H13IN2OP overall (wB97M-V/def2-TZVPD).

Cartesian coordinates (Å):
C: -1.548 1.712 1.461
C: -0.109 1.811 2.178
C: -1.194 1.124 0.120
C: 0.830 1.485 1.110
C: 0.731 -0.054 -0.890
C: -0.055 -2.037 -1.075
N: 0.791 -2.735 -1.826
N: 0.075 0.423 0.363
O: 1.661 -3.768 -4.043
P: 0.464 -3.174 -3.573
I: -0.412 -2.743 0.981
H: -2.038 1.032 2.030
H: -2.039 2.713 1.456
H: 0.142 2.756 2.535
H: -0.115 1.019 2.947
H: -1.940 0.349 -0.190
H: -0.985 1.789 -0.665
H: 1.088 2.357 0.318
H: 1.888 0.996 1.442
H: 0.369 0.382 -1.783
H: 1.834 -0.147 -0.724
H: -1.012 -1.876 -1.511
H: 1.678 -2.961 -1.599
H: -0.103 -0.453 0.937

orbital gap = 9.07 eV
energy above the lowest of the compared OMol25 structures with the same formula, charge and spin = 234.3 kJ/mol
highest occupied orbital energy = -12.746 eV
electronic energy = -1059.8944 hartree
total charge = +1

Here are the natural (NBO) charges for atoms 1 to 2, given in e: atom 1 (C): -0.41, atom 2 (C): -0.44

***

Entry from the OMol25 dataset: an isolated ion of composition C6H13IN2OP and charge +1 (wB97M-V/def2-TZVPD).

Cartesian coordinates (Å):
C: 1.583 0.125 2.148
C: 0.738 -1.052 2.558
C: 1.427 0.109 0.605
C: -0.436 -0.948 1.575
C: -0.576 -0.161 -0.862
C: -0.257 1.053 -1.708
N: -1.181 0.865 -3.239
N: -0.050 -0.019 0.508
O: -2.557 -0.315 -5.014
P: -2.157 -0.440 -3.623
I: -1.127 2.782 -0.678
H: 1.089 1.010 2.400
H: 2.548 0.142 2.504
H: 1.245 -1.885 2.223
H: 0.529 -0.970 3.551
H: 1.713 1.073 0.170
H: 1.830 -0.847 0.278
H: -0.658 -2.021 1.201
H: -1.465 -0.651 2.094
H: -0.211 -1.045 -1.269
H: -1.697 -0.264 -0.581
H: 0.775 1.005 -1.859
H: -0.705 1.533 -3.935
H: -0.400 0.923 0.953

orbital gap (alpha / beta) = 5.63 / 7.45 eV
highest occupied orbital energy (alpha / beta) = -9.358 / -13.564 eV
electronic energy = -1059.7711 hartree
2S+1 = 3
total charge = +1

Here are the natural (NBO) charges for atoms 1 to 2, given in e: atom 1 (C): -0.38, atom 2 (C): -0.41

***

Entry from the OMol25 dataset: C6H13N as an isolated structure (wB97M-V/def2-TZVPD).

Cartesian coordinates (Å):
C: 0.737 -1.713 -1.408
C: 1.061 -0.569 -0.472
N: -0.207 0.765 -0.788
C: 0.064 2.183 -0.502
C: -0.096 -0.141 0.383
C: 0.290 0.459 1.732
C: -1.340 -1.012 0.517
H: 1.539 -1.874 -2.134
H: 0.667 -2.615 -0.784
H: -0.215 -1.621 -1.948
H: 0.833 0.523 -1.262
H: -0.705 2.552 0.182
H: 1.051 2.363 -0.058
H: -0.012 2.735 -1.443
H: 0.440 -0.360 2.444
H: 1.228 1.015 1.676
H: -0.497 1.106 2.138
H: -1.738 -1.293 -0.459
H: -2.125 -0.463 1.051
H: -1.125 -1.922 1.090

orbital gap = 9.22 eV
energy above the lowest of the compared OMol25 structures with the same formula, charge and spin = 395.7 kJ/mol
highest occupied orbital energy = -8.178 eV
electronic energy = -291.0080 hartree
total charge = 0

Here are the natural (NBO) charges for atoms 1 to 2, given in e: atom 1 (C): -0.71, atom 2 (C): -0.07

***

Entry from the OMol25 dataset: a single C6H13N molecule (wB97M-V/def2-TZVPD).

Cartesian coordinates (Å):
C: 0.798 -1.644 1.094
N: 0.697 -0.419 0.335
C: 0.686 0.768 1.176
C: -0.440 1.689 0.693
C: -1.179 0.916 -0.410
C: -0.417 -0.420 -0.606
C: 0.090 -0.520 -2.053
H: -0.062 -1.788 1.770
H: 0.908 -2.512 0.436
H: 1.719 -1.690 1.676
H: 1.655 1.277 1.135
H: 0.561 0.535 2.238
H: -1.134 1.967 1.482
H: -0.003 2.600 0.294
H: -1.140 1.443 -1.360
H: -2.230 0.776 -0.160
H: -1.092 -1.273 -0.486
H: 0.781 0.280 -2.313
H: 0.587 -1.484 -2.224
H: -0.784 -0.499 -2.720

orbital gap = 9.36 eV
structure (SMILES) = C[C@@H]1CCCN1C
energy above the lowest of the compared OMol25 structures with the same formula, charge and spin = 33.2 kJ/mol
highest occupied orbital energy = -8.211 eV
electronic energy = -291.1461 hartree
total charge = 0

Here are the natural (NBO) charges for atoms 1 to 2, given in e: atom 1 (C): -0.40, atom 2 (N): -0.45

***

Entry from the OMol25 dataset: a single C6H13N molecule (wB97M-V/def2-TZVPD).

Cartesian coordinates (Å):
C: -0.770 -0.284 0.300
C: 0.543 1.633 1.306
C: -1.603 0.630 -0.595
C: -0.720 -1.687 -0.306
C: 0.642 0.292 0.576
N: 2.026 -0.580 -1.113
C: 1.403 0.489 -0.715
H: -1.270 -0.362 1.275
H: 2.056 -1.476 -0.608
H: 2.545 -0.563 -1.981
H: 1.152 -0.435 1.232
H: -0.139 1.566 2.152
H: 0.199 2.406 0.626
H: 1.523 1.926 1.677
H: -1.800 1.580 -0.109
H: -2.557 0.159 -0.822
H: -1.077 0.823 -1.526
H: -0.324 -1.658 -1.321
H: -0.104 -2.354 0.299
H: -1.724 -2.105 -0.348

orbital gap = 8.95 eV
energy above the lowest of the compared OMol25 structures with the same formula, charge and spin = 151.8 kJ/mol
highest occupied orbital energy = -7.902 eV
electronic energy = -291.1009 hartree
total charge = 0

Here are the natural (NBO) charges for atoms 1 to 2, given in e: atom 1 (C): -0.19, atom 2 (C): -0.59

***

Entry from the OMol25 dataset: a single C6H13N molecule (wB97M-V/def2-TZVPD).

Cartesian coordinates (Å):
C: -0.976 2.787 0.493
C: -0.515 1.353 0.235
N: -0.386 -1.232 -0.922
C: -0.697 -2.600 -0.579
C: 0.586 -0.614 -0.383
C: 1.519 -1.115 0.692
C: 0.662 0.868 -0.685
H: -2.017 2.839 0.152
H: -0.981 3.102 1.543
H: -0.394 3.506 -0.082
H: -0.664 0.702 1.103
H: -0.361 -3.235 -1.405
H: -0.249 -2.971 0.355
H: -1.785 -2.720 -0.506
H: 2.071 -0.271 1.115
H: 0.979 -1.611 1.504
H: 2.236 -1.828 0.274
H: -1.201 0.969 -0.492
H: 0.429 0.977 -1.759
H: 1.627 1.339 -0.502

orbital gap = 10.22 eV
structure (SMILES) = CCC/C(C)=N/C
energy above the lowest of the compared OMol25 structures with the same formula, charge and spin = 110.9 kJ/mol
highest occupied orbital energy = -9.165 eV
electronic energy = -291.1165 hartree
total charge = 0

Here are the natural (NBO) charges for atoms 1 to 2, given in e: atom 1 (C): -0.61, atom 2 (C): -0.41

***

What did the eighth record say?
Entry from the OMol25 dataset: C6H13N as an isolated structure (wB97M-V/def2-TZVPD).

Cartesian coordinates (Å):
C: 0.737 -1.713 -1.408
C: 1.061 -0.569 -0.472
N: -0.207 0.765 -0.788
C: 0.064 2.183 -0.502
C: -0.096 -0.141 0.383
C: 0.290 0.459 1.732
C: -1.340 -1.012 0.517
H: 1.539 -1.874 -2.134
H: 0.667 -2.615 -0.784
H: -0.215 -1.621 -1.948
H: 0.833 0.523 -1.262
H: -0.705 2.552 0.182
H: 1.051 2.363 -0.058
H: -0.012 2.735 -1.443
H: 0.440 -0.360 2.444
H: 1.228 1.015 1.676
H: -0.497 1.106 2.138
H: -1.738 -1.293 -0.459
H: -2.125 -0.463 1.051
H: -1.125 -1.922 1.090

orbital gap = 9.22 eV
energy above the lowest of the compared OMol25 structures with the same formula, charge and spin = 395.7 kJ/mol
highest occupied orbital energy = -8.178 eV
electronic energy = -291.0080 hartree
total charge = 0

Here are the natural (NBO) charges for atoms 1 to 2, given in e: atom 1 (C): -0.71, atom 2 (C): -0.07

***

Copy entry 11 word for word.
Entry from the OMol25 dataset: a single C6H13N molecule (wB97M-V/def2-TZVPD).

Cartesian coordinates (Å):
C: -0.976 2.787 0.493
C: -0.515 1.353 0.235
N: -0.386 -1.232 -0.922
C: -0.697 -2.600 -0.579
C: 0.586 -0.614 -0.383
C: 1.519 -1.115 0.692
C: 0.662 0.868 -0.685
H: -2.017 2.839 0.152
H: -0.981 3.102 1.543
H: -0.394 3.506 -0.082
H: -0.664 0.702 1.103
H: -0.361 -3.235 -1.405
H: -0.249 -2.971 0.355
H: -1.785 -2.720 -0.506
H: 2.071 -0.271 1.115
H: 0.979 -1.611 1.504
H: 2.236 -1.828 0.274
H: -1.201 0.969 -0.492
H: 0.429 0.977 -1.759
H: 1.627 1.339 -0.502

orbital gap = 10.22 eV
structure (SMILES) = CCC/C(C)=N/C
energy above the lowest of the compared OMol25 structures with the same formula, charge and spin = 110.9 kJ/mol
highest occupied orbital energy = -9.165 eV
electronic energy = -291.1165 hartree
total charge = 0

Here are the natural (NBO) charges for atoms 1 to 2, given in e: atom 1 (C): -0.61, atom 2 (C): -0.41

***

> What is the formula in the first record?

C6H13ClOSi